1:
Molecular formula: C16H25N2O
Method: DFT, the ωB97M-V functional and the def2-TZVPD basis

Structure (ORCA input):
```
! wB97M-V def2-TZVPD RIJCOSX def2/J DEFGRID3
* xyz 1 1
C -1.589 -2.991 0.544
N -2.566 -1.934 0.239
C -2.532 -0.864 1.265
H -2.723 -1.299 2.247
H -1.522 -0.447 1.238
C -3.590 0.203 0.938
N -3.461 0.751 -0.380
C -3.380 -0.266 -1.388
H -4.356 -0.767 -1.462
C -2.311 -1.334 -1.093
H -2.337 -2.116 -1.853
H -1.311 -0.899 -1.054
H -3.168 0.193 -2.353
C -2.826 2.029 -0.611
C -1.289 2.070 -0.692
H -0.926 1.184 -1.212
H -1.010 2.931 -1.302
C -0.597 2.203 0.666
H -1.034 1.522 1.396
H -0.746 3.217 1.041
C 0.904 1.928 0.567
C 1.240 0.475 0.326
O 0.372 -0.390 0.325
C 2.653 0.131 0.095
C 2.960 -1.184 -0.270
C 4.264 -1.570 -0.501
C 5.289 -0.647 -0.366
C 5.001 0.660 0.000
C 3.696 1.052 0.227
H 3.499 2.071 0.518
H 5.800 1.377 0.108
H 6.311 -0.944 -0.544
H 4.484 -2.587 -0.785
H 2.153 -1.895 -0.374
H 1.338 2.525 -0.237
H 1.392 2.225 1.499
H -3.231 2.400 -1.557
H -3.166 2.707 0.174
H -4.585 -0.260 1.025
H -3.533 1.003 1.675
H -3.512 -2.333 0.227
H -1.618 -3.766 -0.219
H -0.596 -2.544 0.569
H -1.804 -3.437 1.514
*
```

## Properties
- LUMO level (eV) = -2.592
- orbital gap (eV) = 9.013



2:
Molecular formula: C16H25N2O
Method: DFT, the ωB97M-V functional and the def2-TZVPD basis

Structure (ORCA input):
```
! wB97M-V def2-TZVPD RIJCOSX def2/J DEFGRID3
* xyz 1 1
C 7.097 0.682 -0.488
C 5.910 0.032 -0.174
C 4.703 0.774 -0.394
C 3.403 0.047 -0.018
C 3.377 -1.359 0.434
C 4.508 -1.911 0.834
C 5.661 -1.352 0.577
H 6.665 -1.716 0.448
H 4.519 -2.779 1.137
H 2.470 -1.702 0.871
N 2.105 1.017 -0.216
C 0.796 0.601 -0.067
O 0.551 -0.734 0.447
C -0.110 1.664 -0.282
H 0.217 2.194 -1.257
H -0.333 2.179 0.687
C -1.434 0.794 -0.689
N -1.981 -0.085 0.338
C -2.702 -0.984 -0.375
C -4.223 -0.527 -0.578
C -5.072 -1.722 -1.360
H -6.131 -1.263 -1.390
H -4.560 -2.018 -2.100
H -5.207 -2.462 -0.364
C -4.857 0.200 0.301
C -3.886 1.142 1.132
C -2.571 0.385 1.448
H -1.896 1.516 1.810
H -2.740 -0.250 2.318
H -4.372 1.450 2.140
H -3.897 2.075 0.404
H -5.858 0.421 0.153
H -4.992 -0.716 1.303
H -4.115 0.073 -1.485
H -2.335 -1.593 -1.172
H -2.871 -1.669 0.484
H -0.972 -0.475 0.382
H -2.215 1.760 -0.623
H -1.349 0.475 -1.672
H 2.228 1.849 -0.562
H 4.609 1.590 -0.656
H 6.748 1.756 -0.724
H 7.621 0.699 0.311
H 7.489 -0.058 -1.311
*
```

## Properties
- LUMO level (eV) = -2.955
- orbital gap (eV) = 8.109



So which one wins? Going from most stable to least: 1, 2.



1:
Molecular formula: CH2FNO
Method: DFT, the ωB97M-V functional and the def2-TZVPD basis

Structure (ORCA input):
```
! wB97M-V def2-TZVPD RIJCOSX def2/J DEFGRID3
* xyz 0 1
C -1.201 -0.514 -0.090
N 1.049 0.268 -0.148
O 2.179 -0.074 0.233
F -1.930 0.525 0.121
H -1.260 -1.136 0.787
H 1.164 0.932 -0.904
*
```

## Properties
- LUMO level (alpha / beta) (eV) = -0.950 / -0.948
- orbital gap (alpha / beta) (eV) = 7.767 / 7.770



2:
Molecular formula: CH2FNO
Method: DFT, the ωB97M-V functional and the def2-TZVPD basis

Structure (ORCA input):
```
! wB97M-V def2-TZVPD RIJCOSX def2/J DEFGRID3
* xyz 0 1
C -0.428 -0.533 -0.073
N 0.260 0.602 0.218
O 0.640 1.282 1.251
F -0.415 -0.807 -1.439
H -0.814 -1.273 0.655
H 0.756 0.729 -0.612
*
```

## Properties
- LUMO level (alpha / beta) (eV) = 0.305 / 0.305
- orbital gap (alpha / beta) (eV) = 9.595 / 9.597



3:
Molecular formula: CH2FNO
Method: DFT, the ωB97M-V functional and the def2-TZVPD basis

Structure (ORCA input):
```
! wB97M-V def2-TZVPD RIJCOSX def2/J DEFGRID3
* xyz 0 1
C 0.065 -0.290 -0.180
N 0.165 0.721 0.810
O 1.182 -0.292 0.488
F -0.099 -0.077 -1.481
H -1.885 -1.628 0.058
H 0.572 1.566 0.304
*
```

## Properties
- LUMO level (alpha / beta) (eV) = -0.515 / -0.440
- orbital gap (alpha / beta) (eV) = 10.299 / 9.389



4:
Molecular formula: CH2FNO
Method: DFT, the ωB97M-V functional and the def2-TZVPD basis

Structure (ORCA input):
```
! wB97M-V def2-TZVPD RIJCOSX def2/J DEFGRID3
* xyz 0 1
C 0.715 -0.041 0.025
N -0.919 -0.099 -0.635
O -0.349 -0.984 0.358
F -1.642 0.751 0.170
H 1.444 -0.404 -0.590
H 0.752 0.777 0.671
*
```

## Properties
- LUMO level (eV) = 0.698
- orbital gap (eV) = 11.352



So which one wins? Going from most stable to least: 2, 4, 1, 3.



1:
Molecular formula: C2H5N3S2
Method: DFT, the ωB97M-V functional and the def2-TZVPD basis

Structure (ORCA input):
```
! wB97M-V def2-TZVPD RIJCOSX def2/J DEFGRID3
* xyz 0 1
C -0.362 1.064 0.047
C 0.829 -1.070 0.030
H 0.701 2.743 -0.373
H 1.505 1.250 -0.691
H -1.576 2.569 0.491
H -2.396 -0.631 1.042
H 0.786 -2.232 -0.152
N 0.612 1.690 -0.575
N -1.497 1.559 0.528
N -0.346 -0.347 -0.077
S -1.975 -1.056 -0.175
S 2.400 -0.443 0.180
*
```

## Properties
- LUMO level (eV) = -0.210
- orbital gap (eV) = 8.576



2:
Molecular formula: C2H5N3S2
Method: DFT, the ωB97M-V functional and the def2-TZVPD basis

Structure (ORCA input):
```
! wB97M-V def2-TZVPD RIJCOSX def2/J DEFGRID3
* xyz 0 1
C 0.043 0.052 1.224
C -0.900 -0.824 -1.007
H 0.985 3.335 -0.042
H 0.158 -0.782 2.007
H -1.396 -1.115 1.121
H -1.886 -1.611 -1.354
H 1.896 -0.896 -0.131
N 0.342 1.381 1.163
N -0.973 -0.525 0.418
N 0.085 -0.932 -1.844
S -0.148 2.347 -0.073
S 1.795 -0.428 -1.482
*
```

## Properties
- LUMO level (eV) = 0.291
- orbital gap (eV) = 8.835



So which one wins? Going from most stable to least: 1, 2.



1:
Molecular formula: C3H3N3S
Method: DFT, the ωB97M-V functional and the def2-TZVPD basis

Structure (ORCA input):
```
! wB97M-V def2-TZVPD RIJCOSX def2/J DEFGRID3
* xyz 0 1
C -0.340 -0.156 0.405
C 1.023 -0.084 0.329
C -0.989 0.246 -0.786
H -0.354 -0.858 2.603
H 1.667 -0.411 1.110
H -2.045 0.325 -0.917
N 1.660 0.323 -0.776
N 1.052 0.672 -1.830
N -0.316 0.626 -1.875
S -1.357 -0.682 1.737
*
```

## Properties
- LUMO level (eV) = 0.020
- orbital gap (eV) = 9.825



2:
Molecular formula: C3H3N3S
Method: DFT, the ωB97M-V functional and the def2-TZVPD basis

Structure (ORCA input):
```
! wB97M-V def2-TZVPD RIJCOSX def2/J DEFGRID3
* xyz 0 1
C 1.107 -0.770 -0.177
C 1.298 -0.249 0.964
C -1.786 0.952 -0.257
N 1.580 -0.884 -1.314
N 1.261 0.156 2.127
N -1.523 0.406 -1.271
S -2.468 1.946 0.714
H 0.940 -1.253 -1.953
H 0.509 0.042 2.791
H -0.918 -0.347 -1.625
*
```

## Properties
- LUMO level (eV) = -0.878
- orbital gap (eV) = 7.875



3:
Molecular formula: C3H3N3S
Method: DFT, the ωB97M-V functional and the def2-TZVPD basis

Structure (ORCA input):
```
! wB97M-V def2-TZVPD RIJCOSX def2/J DEFGRID3
* xyz 0 1
C -0.724 0.530 1.021
C -0.230 0.302 -0.215
C 0.781 -0.595 -0.706
H 0.656 -1.003 2.152
H -1.513 1.296 1.132
H 1.426 -1.260 -0.180
N 0.805 -0.522 -1.997
N -0.176 0.434 -2.379
N -0.736 0.940 -1.362
S -0.289 -0.122 2.536
*
```

## Properties
- LUMO level (eV) = -1.327
- orbital gap (eV) = 8.605



4:
Molecular formula: C3H3N3S
Method: DFT, the ωB97M-V functional and the def2-TZVPD basis

Structure (ORCA input):
```
! wB97M-V def2-TZVPD RIJCOSX def2/J DEFGRID3
* xyz 0 1
C 1.026 -0.100 0.027
C -0.870 1.057 0.040
C -1.605 -0.128 -0.037
H 2.936 -1.358 0.261
H -1.398 2.026 0.064
H -2.720 -0.079 -0.251
N 0.422 1.132 -0.020
N -0.967 -1.280 -0.066
N 0.378 -1.279 0.046
S 2.799 0.009 -0.062
*
```

## Properties
- LUMO level (eV) = -0.179
- orbital gap (eV) = 9.323



So which one wins? Going from most stable to least: 4, 1, 3, 2.